Here is a 2-piece molecular cluster, C2H5O2 overall at a distorted geometry from the OMol25 dataset. Energies are from wB97M-V/def2-TZVPD.

The value obtained for the energy above the lowest of the compared OMol25 structures with the same formula, charge and spin is 77.4 kcal per mole. The value obtained for the frontier orbital gap is 5.817 eV. As for the charge: -1. The multiplicity is 1.

Last columns: bonded neighbours and bond lengths (Å).
Element x y z (Å)
1 O 0.885 2.695 -0.730  H2 0.986
2 H 0.387 2.912 0.093  O1 0.986
3 C 0.219 -0.187 -0.418  C4 1.342, H6 1.097, H7 1.128
4 C -0.159 -0.830 0.699  C3 1.342, O5 1.318, H8 1.132
5 O -0.560 -2.082 0.608  C4 1.318, H9 0.992
6 H 0.830 0.723 -0.426  C3 1.097
7 H -0.143 -0.497 -1.440  C3 1.128
8 H -0.285 -0.473 1.765  C4 1.132
9 H -1.174 -2.260 -0.151  O5 0.992

=====

Here is a 2-piece molecular cluster, C2H5O2 overall from the OMol25 dataset. Energies are from wB97M-V/def2-TZVPD.

The value obtained for the energy above the lowest of the compared OMol25 structures with the same formula, charge and spin is 65.4 kcal per mole. The value obtained for the frontier orbital gap is 5.604 eV. As for the charge: -1. The multiplicity is 1.

Last columns: bonded neighbours and bond lengths (Å).
Element x y z (Å)
1 O 2.161 -1.012 -1.460  H2 0.964
2 H 2.315 -0.544 -0.631  O1 0.964
3 C -0.825 -0.326 -0.518  C4 1.309, H6 1.081, H7 1.085
4 C -0.529 0.635 0.320  C3 1.309, O5 1.383, H8 1.083
5 O -1.137 0.717 1.560  C4 1.383, H9 0.966
6 H -0.326 -0.403 -1.474  C3 1.081
7 H -1.491 -1.119 -0.196  C3 1.085
8 H 0.212 1.388 0.084  C4 1.083
9 H -0.456 1.010 2.180  O5 0.966

=====

Here is a 2-piece molecular cluster, C2H5O2S2 overall at a distorted geometry from the OMol25 dataset. Energies are from wB97M-V/def2-TZVPD.

The value obtained for the energy above the lowest of the compared OMol25 structures with the same formula, charge and spin is 20.7 kcal per mole. The value obtained for the frontier orbital gap is 6.595 eV. As for the charge: -1. The multiplicity is 1.

Last columns: bonded neighbours and bond lengths (Å).
Element x y z (Å)
1 C -0.196 0.429 -0.130  S2 1.831, H4 1.113, H5 1.083, H6 1.089
2 S -1.427 0.600 -1.474  C1 1.831, S3 2.137
3 S -0.622 -0.621 -3.032  S2 2.137, H7 1.348
4 H 0.176 1.435 0.170  C1 1.113
5 H 0.688 -0.085 -0.487  C1 1.083
6 H -0.653 0.049 0.782  C1 1.089
7 H -0.672 0.375 -3.939  S3 1.348
8 O 1.668 0.325 2.333  C9 1.255
9 C 1.713 -0.390 3.362  O8 1.255, O10 1.240, H11 1.142
10 O 1.046 -0.311 4.404  C9 1.240
11 H 2.497 -1.219 3.308  C9 1.142

=====

Here is a 2-piece molecular cluster, C2H5O2S2 overall at a distorted geometry from the OMol25 dataset. Energies are from wB97M-V/def2-TZVPD.

The value obtained for the energy above the lowest of the compared OMol25 structures with the same formula, charge and spin is 3.5 kcal per mole. The value obtained for the frontier orbital gap is 6.737 eV. As for the charge: -1. The multiplicity is 1.

Last columns: bonded neighbours and bond lengths (Å).
Element x y z (Å)
1 C 1.009 1.045 -1.792  S2 1.844, H4 1.084, H5 1.089, H6 1.086
2 S -0.268 -0.270 -1.595  C1 1.844, S3 2.115
3 S 0.948 -1.732 -0.670  S2 2.115
4 H 1.537 0.777 -2.701  C1 1.084
5 H 0.497 2.005 -1.832  C1 1.089
6 H 1.661 0.986 -0.925  C1 1.086
7 H -0.014 -0.797 0.835  O10 1.019
8 O -1.723 -0.395 3.347  C9 1.209
9 C -1.378 -0.482 2.191  O8 1.209, O10 1.299, H11 1.108
10 O -0.171 -0.338 1.732  H7 1.019, C9 1.299
11 H -2.099 -0.798 1.411  C9 1.108

=====

no.,HOMO (eV)
1,-2.168
2,-2.035
3,-4.056
4,-3.208